No. 1
A molecular structure, C36H34BClF2N11O13S2SiTi in a non-equilibrium geometry, computed with ωB97M-V/def2-TZVPD.

## Properties
net charge = -2
spin multiplicity = 2
HOMO level (spin up / spin down) = -0.074 / -0.090 hartree
⟨S²⟩ = 0.830
strongest force on any atom = 4.077 eV Å⁻¹
calculated total energy = -5592.88571 Ha

Each line ends with the Löwdin charge.
Positions of all 102 atoms, in Å:
Ti -0.8217 -0.6064 0.8748  0.870
Cl -2.6022 5.8424 -1.5021  0.675
S -3.5150 0.9692 -2.7509  0.616
S 7.9613 1.3700 -2.3420  0.391
Si -3.0164 0.6033 1.7075  0.602
F -3.4725 -1.3470 -0.7442  0.115
F -1.4053 -1.2593 -1.6882  0.051
O -1.2333 -0.2335 5.2574  0.082
O -4.7501 0.2505 -2.6911  -0.250
O -3.5848 2.3923 -2.9423  -0.294
O -1.5561 -4.4730 0.4059  0.000
O 7.6529 1.4404 -0.9248  -0.380
O -2.1078 -6.0202 6.3553  0.034
O -0.2206 -1.6396 6.5284  0.007
O -2.3510 -6.9650 4.4410  0.052
O -1.2082 -2.3018 0.4856  -0.203
O -2.6074 0.7316 -1.4991  -0.164
O 8.4197 0.0666 -2.8050  -0.375
O 8.7213 2.5025 -2.8463  -0.379
O -1.0855 -1.1147 2.6398  -0.210
N 2.1150 -0.3067 4.5594  0.122
N -1.4439 -3.4384 1.1002  -0.269
N 5.2581 1.2938 -2.4592  0.164
N 1.1750 0.6958 2.8390  0.106
N 6.3729 1.6612 -4.5077  0.116
N 1.2772 -1.7012 1.2289  0.074
N -0.5435 3.0426 0.3825  0.099
N -0.8701 -1.3647 5.5066  -0.349
N 0.6781 0.5445 -0.5134  0.030
N -2.0976 -5.9877 5.1289  -0.367
N 2.4382 -2.7729 2.7576  0.126
C -1.8078 -4.6650 3.0852  0.081
C -0.9632 0.6180 -5.8428  -0.053
C 4.0733 1.2902 -3.0753  -0.214
C -2.5821 1.9725 2.9949  -0.219
C 0.4119 3.7585 0.9691  -0.142
C -2.5310 0.2997 -4.0665  -0.262
C 1.8580 0.9797 4.9444  -0.077
C -1.7629 1.1498 -4.8433  -0.053
C -3.9826 -0.6734 2.7840  -0.195
C -1.2200 -2.4290 4.6372  -0.085
C 1.6777 -0.4412 3.2784  -0.270
C -4.4436 1.4529 0.7449  -0.213
C -2.4963 -1.0720 -4.2527  -0.035
C -1.4070 5.0687 -0.5254  -0.645
C -0.9118 -0.7579 -6.0520  -0.277
C 2.3488 -3.6082 1.6705  -0.057
C 5.1998 1.6555 -5.1196  -0.131
C -1.4368 3.6851 -0.3620  -0.136
C 2.8912 1.0747 -2.2212  -0.132
C -0.0684 -1.3333 -7.1578  -0.056
C 3.9985 1.4809 -4.4528  -0.003
C 1.2872 1.5851 3.8631  -0.117
C -1.7750 -4.7555 4.4751  -0.169
C 0.5141 5.1353 0.8584  -0.062
C -1.5344 -3.4477 2.4582  -0.090
C -1.6766 -1.5927 -5.2405  -0.024
C -0.4216 5.8142 0.0970  -0.104
C -1.4353 -3.6614 5.2446  0.064
C 1.9168 0.7956 -0.0457  -0.135
C 1.6339 -2.9254 0.7348  -0.083
C 6.3457 1.4831 -3.1869  -0.351
C 3.0157 1.0652 -0.8313  0.022
C -1.2992 -2.2397 3.2145  -0.225
C 1.6032 0.8865 -2.7114  0.019
C 0.5558 0.6489 -1.8432  -0.088
C 1.7835 -1.6242 2.4492  -0.249
B -2.3375 -0.5663 -0.8634  -1.056
H 3.0586 1.5006 -4.9858  0.094
H 0.1864 -2.3717 -6.9495  0.074
H -5.0200 -0.3720 2.9472  0.022
H 1.3108 5.6713 1.3568  0.102
H -1.8645 1.6028 3.7269  -0.013
H 1.1302 3.1907 1.5522  0.085
H 2.0153 0.8059 1.0237  0.064
H 2.8044 -4.5814 1.6565  0.112
H 1.3952 0.9207 -3.7726  0.097
H -1.3449 -3.7492 6.3148  0.123
H -0.3935 6.8893 -0.0190  0.102
H -4.1158 2.3618 0.2342  0.011
H 2.0662 1.3239 5.9406  0.113
H -0.6185 -1.3021 -8.1016  0.079
H -2.1852 2.8801 2.5348  -0.005
H 1.3252 -3.2280 -0.2514  0.127
H 2.9127 -2.9814 3.6170  0.153
H -3.4958 2.2407 3.5362  0.020
H 2.3839 -1.0387 5.1940  0.152
H -3.4992 -0.7454 3.7618  0.010
H -1.6202 -2.6655 -5.3801  0.113
H -5.2379 1.7340 1.4427  0.021
H -3.1037 -1.7109 -3.6250  0.128
H 5.2220 1.8029 -6.1956  0.102
H -2.0161 -5.5262 2.4722  0.118
H -2.1926 3.0932 -0.8475  0.080
H -0.4350 0.5574 -2.2534  0.089
H 3.9839 1.2632 -0.3930  0.118
H -3.9927 -1.6709 2.3358  0.026
H -4.8686 0.7927 -0.0111  0.016
H 0.8520 -0.7645 -7.2896  0.073
H 0.9456 2.6010 3.7615  0.101
H -0.3736 1.2786 -6.4684  0.109
H -1.8128 2.2152 -4.6580  0.114

Forces on atoms 1 to 3 (eV/Å):
1.1 3.3 -2.1
-0.1 0.1 -0.1
0.1 0.2 0.2


No. 2
A molecular structure, C32H45BrN2P2Zn in a non-equilibrium geometry, computed with ωB97M-V/def2-TZVPD.

## Properties
net charge = +2
HOMO level (spin up / spin down) = -0.486 / -0.494 hartree
strongest force on any atom = 3.245 eV Å⁻¹
calculated total energy = -6391.31727 Ha

Each line ends with the Löwdin charge.
Positions of all 83 atoms, in Å:
Br 3.5609 4.7769 -3.9669  0.902
Zn -0.1454 0.2444 -0.1158  0.359
P 2.0352 0.0114 0.0743  0.937
P -0.8538 -2.1048 -0.3490  0.951
N -0.6907 0.6206 1.7757  0.139
N -4.9706 3.4096 -3.0521  0.080
C 2.6337 -0.6835 -1.5474  -0.354
C 1.7819 2.5808 -4.1695  -0.079
C 3.0533 1.5128 0.3661  -0.362
C 1.6691 3.8936 -2.1339  -0.116
C -2.6091 -2.1105 -0.8792  -0.386
C -0.7588 0.9970 -1.8383  -0.253
C -0.9315 0.3324 7.0917  -0.025
C -0.0714 -3.1369 -1.6886  -0.372
C 2.2493 3.6532 -3.3898  -0.725
C -2.0781 0.3587 4.9785  -0.007
C -3.8575 2.9743 -0.9863  0.017
C -4.8000 3.6654 -1.7581  -0.107
C 4.0156 -1.3091 -1.7525  -0.107
C -3.0247 2.0092 -1.6330  -0.197
C 0.6682 3.0586 -1.6483  -0.039
C -0.8070 -3.2168 1.1308  -0.384
C 4.5629 1.3736 0.1314  -0.115
C -0.8348 0.5533 4.3503  -0.225
C -0.1328 -2.5651 -3.1029  -0.134
C 0.3499 0.7000 5.0916  -0.011
C 3.5096 -1.5081 2.2990  -0.110
C -2.1206 0.2441 6.3614  -0.035
C -3.5801 -1.7243 0.2327  -0.131
C 0.2329 1.9397 -2.3981  -0.233
C -1.5577 -4.5461 1.0617  -0.118
C -1.8557 1.4375 -1.0112  -0.103
C -3.2557 1.7576 -3.0123  0.006
C 0.2979 0.5708 6.4745  -0.037
C -0.7910 0.5968 2.9453  -0.056
C 0.7852 1.7327 -3.6803  -0.016
C 2.2053 -1.1443 1.5509  -0.359
C -4.2443 2.4908 -3.6775  -0.105
H 0.3542 0.9469 -4.2960  0.125
H -3.2425 -0.8542 0.8125  0.056
H 0.1617 3.2848 -0.6936  0.135
H -4.4266 2.2821 -4.7366  0.122
H -1.1481 -2.6201 -3.5096  0.083
H 4.0601 -1.5704 -2.8212  0.091
H 2.5242 0.1614 -2.2515  0.080
H -0.5753 -4.1115 -1.6427  0.084
H 0.9685 -3.2876 -1.3675  0.077
H -5.4415 4.4274 -1.3118  0.122
H -3.7359 -2.5573 0.9304  0.068
H -1.3827 -5.0697 0.1168  0.070
H 4.8318 0.9744 -0.8511  0.047
H 4.2428 -2.0858 1.7275  0.076
H 3.2057 -2.1304 3.1635  0.087
H 2.1462 2.4357 -5.1814  0.118
H 5.0025 0.7216 0.8957  0.075
H -0.9713 0.2305 8.1737  0.125
H 1.2868 0.9204 4.5738  0.123
H -2.6945 -1.4117 -1.7279  0.074
H 0.2048 -1.5254 -3.1729  0.039
H -1.1514 -2.6102 1.9830  0.081
H -4.5458 -1.4653 -0.2184  0.089
H 5.0275 2.3700 0.2384  0.094
H 1.8516 -1.4036 -1.8553  0.032
H -0.9867 0.1758 -2.5143  0.082
H -1.1750 -5.1878 1.8662  0.090
H 0.2588 -3.4342 1.2957  0.065
H 4.1713 -2.2332 -1.1853  0.081
H 2.6511 2.4040 -0.1608  0.062
H 1.9510 4.7685 -1.5484  0.118
H 1.2151 0.6607 7.0523  0.124
H 3.9747 -0.5971 2.7025  0.070
H -3.0832 0.0875 6.8457  0.125
H 2.8811 1.7442 1.4276  0.084
H -3.7068 3.2535 0.0526  0.114
H -2.8048 -3.1260 -1.2600  0.100
H -1.8451 1.5198 0.0888  0.080
H 1.6489 -2.0585 1.2624  0.041
H -2.9805 0.3088 4.3625  0.129
H 4.8225 -0.5984 -1.5566  0.050
H -2.6396 -4.4424 1.2002  0.072
H -2.6058 1.0780 -3.5709  0.112
H 0.5174 -3.1618 -3.7526  0.093
H 1.5435 -0.6600 2.2896  0.044

Forces on atoms 1 to 3 (eV/Å):
0.8 0.6 -0.5
0.0 -1.9 1.1
2.7 -0.2 -0.1


No. 3
A molecular structure, C60H59BaBrN3P2S2SbSi in a non-equilibrium geometry, computed with ωB97M-V/def2-TZVPD.

## Properties
net charge = 0
HOMO level = -0.197 hartree
strongest force on any atom = 7.790 eV Å⁻¹
calculated total energy = -7094.34273 Ha

Each line ends with the Löwdin charge.
Positions of all 130 atoms, in Å:
Ba 0.5869 1.2934 0.9033  1.414
Sb 0.1454 -4.1634 0.7153  1.534
Br -0.2340 0.3428 -7.0899  0.760
S -0.6276 1.0983 3.4516  0.498
S 1.2165 2.6842 5.2218  1.047
P -0.7186 3.6525 0.0328  0.877
P -2.1169 1.0102 0.2426  0.843
Si 3.7984 0.0124 0.0938  0.362
N 1.7213 2.2462 2.7497  -0.282
N 0.8738 2.1224 -2.9453  0.065
N -1.5576 2.4765 0.9794  -0.689
C -4.6691 3.1626 -2.1711  -0.064
C 0.2012 4.5385 1.3615  -0.395
C 0.8178 2.0054 3.6668  -1.159
C 1.5059 6.3201 3.0795  -0.069
C 0.1573 -7.0412 -1.3259  -0.053
C 3.6336 4.1718 5.1887  -0.084
C -3.6344 7.1950 -0.5275  -0.083
C -2.2277 -4.2766 -1.4509  -0.297
C -2.8507 -3.8089 -2.6142  -0.054
C -4.2953 2.7507 -3.4497  -0.070
C 4.7830 1.3400 -0.9258  -0.306
C 4.8589 4.1903 3.0983  -0.069
C 2.7924 3.0063 3.2367  -0.326
C -3.5971 0.6201 1.2504  -0.374
C -5.1714 1.0115 3.0335  -0.073
C 0.1233 2.8033 -3.8060  -0.158
C -4.0255 2.6440 -1.0597  -0.087
C -1.9179 5.0306 -0.1531  -0.360
C 2.6774 3.3689 4.5729  -0.469
C -2.6014 1.3348 -2.4975  -0.094
C -0.1744 -7.2746 0.1312  -0.304
C -2.9767 1.7309 -1.2145  -0.363
C 4.7218 4.5845 4.4349  -0.082
C -3.2702 1.8336 -3.6136  -0.077
C -0.6403 -2.4753 -1.6764  -0.181
C -2.8898 -5.4099 -0.7024  -0.052
C -2.6109 6.9586 -1.4324  -0.079
C 2.0106 6.0947 1.8115  -0.074
C 0.2390 1.0736 -5.4174  -0.701
C -5.9552 -0.0410 2.5829  -0.084
C -0.2229 2.3269 -5.0606  -0.127
C -0.3206 -6.2363 1.0647  -0.380
C -0.5918 -6.5490 2.4007  -0.159
C 2.7697 -5.4707 1.0104  -0.155
C 1.0345 0.3493 -4.5506  -0.120
C -5.5559 -0.7775 1.4715  -0.077
C 1.3268 0.9213 -3.3229  -0.136
C -0.5686 -8.8934 1.9066  -0.085
C -1.7583 5.8746 -1.2458  -0.097
C 4.6547 -5.8575 -0.4144  -0.082
C 0.3645 5.6391 3.5042  -0.073
C -1.0526 -3.6372 -1.0139  -0.358
C 2.1272 -3.8576 -2.3965  -0.053
C 3.8974 3.4058 2.4902  -0.032
C -1.2733 -2.0205 -2.8249  -0.101
C -2.9462 5.2706 0.7541  -0.102
C -2.3694 -2.7135 -3.3159  -0.076
C -0.2902 4.7627 2.6550  -0.104
C 4.0309 -6.0162 0.8153  -0.086
C -3.9912 1.3444 2.3684  -0.109
C 4.4473 -1.5964 -0.6996  -0.308
C 1.3645 5.2018 0.9613  -0.100
C -0.7130 -7.8672 2.8294  -0.095
C -3.8017 6.3476 0.5669  -0.071
C 4.6791 -0.0469 1.7974  -0.297
C -4.3775 -0.4544 0.8123  -0.092
C 2.1015 -4.7820 -0.0097  -0.337
C 4.0126 -5.1558 -1.4214  -0.065
C 2.7396 -4.6133 -1.2481  -0.323
C -0.3145 -8.5905 0.5739  -0.052
H 5.7778 -0.0744 1.7160  0.020
H 5.4721 5.2228 4.8866  0.103
H -0.2320 3.7789 -3.4795  0.098
H -4.3035 8.0352 -0.6717  0.103
H -1.0750 2.2210 1.8723  -0.199
H 2.0063 7.0101 3.7481  0.110
H -3.7429 -4.3185 -2.9662  0.109
H -4.6021 6.5269 1.2752  0.105
H -5.4785 1.5818 3.9010  0.104
H 2.0975 -2.7868 -2.1745  0.062
H -3.9549 -5.4306 -0.9353  0.079
H 5.5294 -1.7181 -0.5195  0.026
H -0.7048 -5.7476 3.1264  0.081
H 3.9882 3.0954 1.4546  0.110
H 4.2897 -1.5926 -1.7911  0.007
H -4.8129 3.1435 -4.3174  0.106
H -4.3429 2.9387 -0.0674  0.103
H -0.6503 -9.9284 2.2207  0.101
H 1.1066 -4.1871 -2.5989  0.063
H -2.9906 1.4990 -4.6058  0.102
H 3.5325 4.4656 6.2264  0.108
H 4.3544 -0.9440 2.3436  0.011
H 1.4104 -0.6308 -4.8131  0.108
H 4.1679 2.2204 -1.1643  -0.020
H -3.3817 2.1657 2.7243  0.077
H -0.3704 -7.7580 -1.9591  0.085
H -2.4772 7.6120 -2.2849  0.104
H -1.1741 4.2478 3.0098  0.101
H 5.7267 4.5066 2.5323  0.108
H -4.0639 -1.0295 -0.0555  0.107
H 4.4127 0.8179 2.4189  -0.025
H -0.1041 -6.0345 -1.6549  0.046
H -5.4718 3.8791 -2.0417  0.108
H 5.6788 1.6990 -0.3917  0.008
H -0.9134 -8.0866 3.8716  0.099
H 2.7171 -3.9947 -3.3036  0.081
H -6.1653 -1.6002 1.1187  0.104
H -0.8413 2.9105 -5.7286  0.105
H -2.7823 -5.3029 0.3744  0.068
H -0.0174 5.7950 4.5056  0.111
H 5.6396 -6.2751 -0.5879  0.101
H -1.7934 0.6281 -2.6178  0.069
H 1.7578 5.0242 -0.0357  0.108
H 4.5083 -5.0198 -2.3771  0.111
H 0.1882 -1.9027 -1.2862  0.070
H -0.2116 -9.3967 -0.1483  0.112
H -0.9591 5.6876 -1.9559  0.092
H 3.9436 -2.4826 -0.2911  -0.008
H 1.9473 0.3957 -2.6010  0.080
H -2.4726 -6.3810 -0.9715  0.074
H 5.1196 0.9142 -1.8825  0.004
H 1.2305 -7.1726 -1.4953  0.090
H 4.5202 -6.5555 1.6194  0.101
H -3.0877 4.6105 1.6021  0.095
H 2.2943 -5.5994 1.9819  0.087
H 2.9081 6.6044 1.4818  0.112
H -0.9085 -1.1359 -3.3347  0.072
H -6.8770 -0.2914 3.0970  0.104
H -2.8664 -2.3861 -4.2227  0.104

Forces on atoms 1 to 3 (eV/Å):
5.8 -3.9 -3.5
0.1 0.0 0.0
0.0 0.0 -0.1